# 1
ORCA calculation (wB97M-V/def2-TZVPD) on C31H21AsN3S6SeTi as an isolated structure.

Values from the calculation:
**Net charge**: -2
**E**: -9234.1885 Ha
**<S²>**: 0.771
**Orbital gap (spin up / spin down)**: 3.9 / 6.3 eV
**Relative energy (zero: lowest compared OMol25 entry of this formula, charge and spin)**: 37.8 kJ/mol
**2S+1**: 2

Atoms and positions in Å:
Ti (0.148659, 0.847809, -0.060110)
S (-4.835498, 3.859570, 4.664833)
C (-3.801565, 3.207517, 3.535766)
S (-2.412446, 4.020896, 2.932025)
C (-1.825023, 2.755778, 1.881324)
C (-2.562893, 1.620404, 1.850214)
S (-2.169490, 0.210621, 0.941821)
S (-3.992535, 1.634558, 2.862593)
S (-0.349932, 2.989259, 0.986811)
S (0.468037, -1.623209, -0.136443)
C (2.045510, -1.897656, 0.590546)
C (2.927868, -2.837747, 0.060492)
C (4.146804, -3.077594, 0.676119)
C (4.508269, -2.393638, 1.827765)
C (3.632981, -1.459416, 2.369794)
C (2.412939, -1.215009, 1.760267)
As (1.085928, 0.066690, 2.337560)
C (0.041353, -0.969181, 3.604793)
C (-0.966562, -0.313610, 4.308571)
C (-1.749226, -1.002414, 5.220419)
C (-1.534944, -2.359031, 5.429038)
C (-0.541782, -3.019252, 4.722006)
C (0.246063, -2.326754, 3.811980)
C (2.080714, 1.202317, 3.599276)
C (2.087764, 0.953521, 4.969427)
C (2.794842, 1.775208, 5.837023)
C (3.507978, 2.855615, 5.342038)
C (3.505241, 3.110743, 3.977831)
C (2.794093, 2.294922, 3.110856)
H (2.655388, -3.368159, -0.842807)
H (4.825659, -3.803614, 0.242453)
H (5.467211, -2.577584, 2.297223)
H (3.904534, -0.912298, 3.266221)
H (-1.147792, 0.742414, 4.133842)
H (-2.534994, -0.480564, 5.752567)
H (-2.150086, -2.903243, 6.135953)
H (-0.382551, -4.080626, 4.871273)
H (1.012977, -2.848608, 3.252243)
H (1.534740, 0.113136, 5.370373)
H (2.782192, 1.569322, 6.900772)
H (4.056839, 3.501739, 6.017211)
H (4.050525, 3.958668, 3.581041)
H (2.778983, 2.509773, 2.050075)
N (-6.567928, -2.646430, -7.812679)
C (-5.860715, -2.110857, -7.057939)
C (-5.013388, -1.462085, -6.153977)
C (-3.977527, -2.168721, -5.469822)
C (-3.137452, -1.534353, -4.597776)
C (-3.272033, -0.146544, -4.348768)
C (-4.303321, 0.563190, -5.007564)
C (-5.145821, -0.067593, -5.880173)
N (-2.391606, 0.518790, -3.476918)
C (-2.095003, 1.872891, -3.490744)
C (-1.137720, 2.077043, -2.544174)
N (-0.843942, 0.887585, -1.943733)
C (-1.619358, -0.028888, -2.512639)
H (-3.849395, -3.227460, -5.658452)
H (-2.348899, -2.101653, -4.118646)
H (-4.455944, 1.615184, -4.800552)
H (-5.937093, 0.494149, -6.360895)
H (-2.556108, 2.542951, -4.190825)
H (-0.639421, 2.986201, -2.256653)
H (-1.650586, -1.066891, -2.233463)
Se (2.183352, 1.685204, -0.575743)

Forces on atoms 1 to 3 (eV/Å):
Ti 0.08 0.36 0.46
S -0.03 0.02 -0.02
C -0.01 0.01 0.06

=====

# 2
ORCA calculation (wB97M-V/def2-TZVPD) on C31H21Co2N2O6S as an isolated structure at a distorted geometry.

Values from the calculation:
**Net charge**: -1
**E**: -4918.4505 Ha
**Orbital gap**: 3.0 eV
**Relative energy (zero: lowest compared OMol25 entry of this formula, charge and spin)**: 371.9 kJ/mol

Atoms and positions in Å:
C (3.482366, -0.668942, 3.633464)
C (3.919945, 0.075332, 2.541430)
C (3.019304, 0.844346, 1.804125)
C (1.650225, 0.753952, 2.068264)
C (0.665352, 1.658710, 1.351301)
C (0.149967, 2.664369, 2.364684)
C (-1.167644, 3.326048, 2.043291)
N (-2.155250, 2.273068, 1.783318)
C (-3.566583, 2.370174, 1.938054)
C (-4.198614, 1.221314, 1.449437)
C (-5.590533, 1.106564, 1.473045)
C (-6.352792, 2.130819, 2.060021)
C (-5.712269, 3.265377, 2.586776)
C (-4.307242, 3.399624, 2.515927)
S (-3.044291, 0.042841, 0.854818)
C (-1.749677, 1.119082, 1.225109)
N (-0.482005, 0.910503, 0.775510)
C (1.201635, -0.001031, 3.155202)
C (2.121214, -0.675167, 3.967726)
H (4.198632, -1.221818, 4.241539)
H (4.980974, 0.106458, 2.275594)
H (3.363356, 1.557739, 1.047723)
H (1.175792, 2.142645, 0.507074)
H (0.043869, 2.154309, 3.326867)
H (0.929913, 3.419245, 2.517528)
H (-1.515784, 3.915418, 2.889780)
H (-1.064780, 3.999710, 1.178892)
H (-6.060811, 0.226209, 1.037677)
H (-7.440685, 2.038820, 2.107210)
H (-6.315413, 4.047029, 3.052977)
H (-3.802871, 4.287182, 2.921760)
H (0.134313, 0.003503, 3.409926)
H (1.766076, -1.196293, 4.856315)
O (1.127891, -4.781281, -0.653864)
C (1.703794, -3.818748, -0.927811)
Co (2.586895, -2.381427, -1.361173)
C (3.694278, -2.249153, -0.023402)
O (4.452330, -2.276116, 0.850476)
C (3.685897, -3.109245, -2.512436)
O (4.452071, -3.681302, -3.165680)
C (0.966369, -1.305186, -1.974549)
C (0.025448, -1.991063, -2.877580)
C (0.561992, -2.785956, -3.907153)
C (-0.258874, -3.504561, -4.768801)
C (-1.643426, -3.420669, -4.660886)
C (-2.194673, -2.590607, -3.686422)
C (-1.381680, -1.863374, -2.811968)
C (0.814528, -0.233099, -1.106826)
C (-0.430692, 0.193488, -0.465526)
Co (2.246948, -0.028717, -2.113655)
C (3.122512, -0.648814, -3.527092)
O (3.689990, -0.882572, -4.508893)
C (3.770977, 0.224058, -1.234751)
O (4.820883, 0.549783, -0.853267)
C (1.872397, 1.464369, -2.964221)
O (1.610608, 2.385195, -3.617639)
H (1.653658, -2.821761, -4.009191)
H (0.219459, -4.125077, -5.523664)
H (-2.282095, -3.990880, -5.328186)
H (-3.278716, -2.496488, -3.593991)
H (-1.843734, -1.195806, -2.082908)
H (-0.993317, 0.771426, -1.232142)
H (-1.047409, -0.703557, -0.319162)

Forces on atoms 1 to 3 (eV/Å):
C -0.33 0.11 0.01
C 0.20 0.40 0.07
C -0.39 0.07 0.06

=====

# 3
ORCA calculation (wB97M-V/def2-TZVPD) on C31H21N5O4V as an isolated structure at a distorted geometry.

Values from the calculation:
**E**: -2712.7053 Ha
**<S²>**: 3.766
**Orbital gap (spin up / spin down)**: 5.8 / 5.8 eV
**Relative energy (zero: lowest compared OMol25 entry of this formula, charge and spin)**: 55.2 kJ/mol
**2S+1**: 4

Atoms and positions in Å:
V (0.440276, -2.183658, -0.210964)
O (0.503461, -1.688503, 6.712172)
C (-0.446815, -1.984604, 5.944081)
O (-1.686405, -1.942065, 6.238090)
C (-0.194428, -2.349798, 4.512189)
C (-1.271996, -2.467985, 3.601761)
C (-1.011402, -2.520610, 2.219352)
N (0.229085, -2.416314, 1.777157)
C (1.309655, -2.492996, 2.596196)
C (1.104628, -2.530946, 4.002057)
C (2.529080, -2.723553, 1.834321)
C (3.833530, -2.666755, 2.293637)
C (4.869074, -2.734381, 1.387782)
C (4.633926, -2.811415, -0.037800)
C (3.341786, -2.725040, -0.403671)
N (2.330796, -2.597601, 0.501016)
C (-2.015862, -2.641260, 1.162403)
C (-3.363849, -2.687778, 1.296490)
C (-4.214901, -2.922659, 0.219046)
C (-3.674814, -2.988359, -1.049085)
C (-2.287695, -2.885634, -1.182248)
N (-1.426993, -2.760369, -0.108663)
H (-2.328806, -2.511662, 3.900018)
H (1.946673, -2.694852, 4.663324)
H (4.127153, -2.583062, 3.349096)
H (5.868953, -2.610485, 1.730733)
H (5.443566, -2.819297, -0.763331)
H (3.033589, -2.837281, -1.437170)
H (-3.771269, -2.523265, 2.293450)
H (-5.290965, -2.869895, 0.369665)
H (-4.246392, -3.140836, -1.938664)
H (-1.805484, -2.926561, -2.146146)
O (1.521261, 0.372243, 1.409538)
C (0.793023, 0.655096, 0.483992)
N (0.304120, 1.879755, 0.174103)
C (-0.177778, 2.036217, -1.220961)
C (-0.181462, 0.517226, -1.595552)
O (-0.412811, 0.038429, -2.724597)
N (0.428953, -0.263306, -0.571389)
C (-1.461423, 2.791947, -1.226996)
C (-1.461215, 4.126497, -0.730047)
C (-2.618030, 4.899401, -0.709844)
C (-3.816011, 4.363472, -1.189300)
C (-3.795781, 3.105132, -1.830618)
C (-2.666871, 2.323794, -1.754773)
C (0.895273, 2.598560, -2.181281)
C (0.501115, 3.473299, -3.215985)
C (1.407017, 3.859809, -4.226750)
C (2.744779, 3.422424, -4.149187)
C (3.190723, 2.627323, -3.111048)
C (2.239715, 2.190754, -2.100196)
H (0.446838, 2.639660, 0.830446)
H (-0.577605, 4.621624, -0.340058)
H (-2.580164, 5.951952, -0.317908)
H (-4.742556, 4.956529, -1.147089)
H (-4.656168, 2.682371, -2.314234)
H (-2.691104, 1.298770, -2.135734)
H (-0.472541, 3.962127, -3.170662)
H (1.057188, 4.514481, -5.011804)
H (3.459289, 3.735359, -4.899351)
H (4.211904, 2.348699, -3.034971)
H (2.603153, 1.509808, -1.314033)

Forces on atoms 1 to 3 (eV/Å):
V 1.47 -0.85 -0.09
O -0.12 -0.67 -1.66
C -1.78 0.76 3.08

=====

# 4
ORCA calculation (wB97M-V/def2-TZVPD) on C31H22BeCl2N9O2 as an isolated structure.

Values from the calculation:
**Net charge**: +1
**E**: -2772.8951 Ha
**Orbital gap**: 8.0 eV

Atoms and positions in Å:
Be (0.156355, -0.293696, 0.441362)
C (2.513256, 4.097754, -0.383893)
C (2.057237, 2.941843, -1.013636)
N (0.960273, 2.323644, -0.616199)
C (0.311972, 2.859763, 0.415074)
C (0.784804, 3.991200, 1.065933)
N (1.889230, 4.612415, 0.667397)
C (-0.976124, 2.213508, 0.748530)
C (-2.074422, 2.934188, 1.181264)
C (-3.319895, 2.311646, 1.276271)
C (-3.427429, 0.996456, 0.828453)
C (-2.285854, 0.336278, 0.426676)
N (-1.078281, 0.903192, 0.499500)
C (-2.240146, -0.933881, -0.334376)
C (-3.286333, -1.829789, -0.466864)
N (-3.197925, -2.881390, -1.272266)
C (-2.054415, -3.048276, -1.922962)
C (-0.971914, -2.193028, -1.742938)
N (-1.067816, -1.135169, -0.951646)
C (-4.512060, 3.052209, 1.747054)
C (-4.729731, 4.375404, 1.384962)
C (-5.859805, 5.017543, 1.867500)
N (-6.746613, 4.437703, 2.671218)
C (-6.531886, 3.170685, 3.012617)
C (-5.440485, 2.435404, 2.575375)
H (3.393176, 4.621168, -0.738885)
H (2.586025, 2.508745, -1.851483)
H (0.280805, 4.398155, 1.935179)
H (-1.975742, 3.987739, 1.401442)
H (-4.394558, 0.521845, 0.746722)
H (-4.204167, -1.713510, 0.094059)
H (-1.985244, -3.892917, -2.596056)
H (-0.024796, -2.366221, -2.236559)
H (-4.056176, 4.892289, 0.713878)
H (-6.062024, 6.045942, 1.594069)
H (-7.265443, 2.720819, 3.670413)
H (-5.307928, 1.410822, 2.898471)
C (2.931124, 0.765376, 2.982641)
C (1.824524, 0.794139, 2.167229)
N (1.794188, 0.166868, 0.981719)
C (2.878662, -0.495974, 0.573028)
C (4.028978, -0.606804, 1.343855)
C (4.035466, 0.031804, 2.575945)
C (5.151884, -1.499734, 0.971636)
C (5.933047, -1.531741, -0.106906)
C (5.993641, -0.626100, -1.268893)
C (6.911378, -0.896593, -2.276521)
C (6.978497, -0.012723, -3.336902)
N (6.214630, 1.073801, -3.399177)
C (5.378756, 1.243082, -2.382770)
N (5.210025, 0.456396, -1.327913)
H (2.915837, 1.280807, 3.931606)
H (0.924780, 1.313021, 2.472474)
H (2.821638, -0.979001, -0.392705)
H (4.904240, -0.049332, 3.217253)
H (5.368458, -2.240279, 1.735040)
H (6.679814, -2.316721, -0.131567)
H (7.552229, -1.765803, -2.229444)
H (7.667488, -0.170933, -4.158049)
H (4.769808, 2.136757, -2.417763)
Cl (0.493031, -4.492721, 0.442863)
C (0.193469, -3.782169, 2.043782)
Cl (1.714076, -3.472129, 2.902852)
C (-0.608312, -2.497951, 1.891792)
O (-1.741378, -2.454468, 2.312201)
O (0.032657, -1.536994, 1.322182)
H (-0.381651, -4.492964, 2.624354)

Forces on atoms 1 to 3 (eV/Å):
Be -0.01 -0.10 -0.20
C 0.01 0.03 0.02
C 0.12 0.04 0.02